Record 1
ORCA calculation (ωB97M-V/def2-TZVPD) on a gas-phase ion, C3H8NO2S (charge -1).

E_HOMO   -2.66 eV
Kohn-Sham gap   6.672 eV
Total charge   -1
E_tot   -19659.774 eV
LUMO level   4.01 eV

CARTESIAN COORDINATES (ANGSTROEM)
C 1.5314 0.4304 -0.5587
C 2.3407 0.4784 0.6920
C -2.6492 -0.0341 -0.4640
N -1.3426 -0.2142 0.0488
O -0.1195 2.1485 0.3524
O -3.5350 0.5046 0.5229
S 0.0170 1.0888 -0.6756
H 1.7802 -0.2860 -1.3252
H 3.3751 0.7950 0.5015
H 1.8722 1.2077 1.3505
H 2.3868 -0.4855 1.2223
H -3.1278 -0.9736 -0.7925
H -2.9596 1.0856 1.0390
H -2.6566 0.6689 -1.3325
H -0.9604 -1.1194 -0.2025

Atomic forces in eV per Å
C -0.631 0.118 -0.153
C 0.002 -0.142 0.183
C -0.150 -0.032 -0.493
N 0.668 0.144 0.007
O -0.364 0.472 0.396
O -0.066 0.275 0.181
S 0.355 -0.922 -0.347
H -0.044 -0.058 -0.349
H -0.080 0.006 0.041
H 0.099 0.066 0.189
H 0.030 0.089 0.046
H 0.192 0.202 0.050
H -0.054 -0.085 0.040
H 0.033 -0.170 0.187
H 0.009 0.037 0.022

These are the natural (NBO) partial charges, in e, on atoms 1 to 5: C -0.82; C -0.64; C 0.07; N -0.92; O -1.04

***

Record 2
ORCA calculation (ωB97M-V/def2-TZVPD) on 2 unconnected molecules or ions with the total composition C3H8NO3.

E_HOMO   -4.30 eV
Kohn-Sham gap   8.015 eV
Total charge   -1
E_tot   -10875.170 eV
LUMO level   3.71 eV

CARTESIAN COORDINATES (ANGSTROEM)
C -0.3727 0.6209 0.6294
N 0.1205 -0.7492 0.6676
C 1.3704 -1.0087 1.4072
O 2.1544 -0.0370 1.4622
O 1.4574 -2.1598 1.8705
C -1.5384 0.6302 -0.3888
H -0.6337 1.0643 1.6022
H 0.4330 1.2779 0.3032
H -0.5999 -1.3877 0.9986
H -1.5646 -0.3107 -0.9117
H -1.5200 1.4841 -1.0791
H -2.4864 0.8951 0.1058
H 1.5078 -0.3901 -1.6751
H 0.3581 0.0070 -2.4799
O 1.3142 0.0636 -2.5119

Atomic forces in eV per Å
C 0.211 -0.015 -0.820
N 0.222 0.135 0.503
C -0.338 0.443 0.085
O -0.037 -0.277 -0.097
O 0.074 -0.084 -0.054
C -0.509 1.837 0.902
H -0.364 -0.383 0.064
H 0.146 -0.287 -0.228
H 0.304 0.030 -0.085
H -0.283 -0.221 -0.227
H 0.644 -0.305 -0.301
H -0.042 -0.885 0.088
H 0.355 0.184 0.039
H -0.349 0.188 -0.238
O -0.035 -0.358 0.370

These are the natural (NBO) partial charges, in e, on atoms 1 to 5: C -0.23; N -0.73; C 0.86; O -0.80; O -0.79

***

Record 3
ORCA calculation (ωB97M-V/def2-TZVPD) on 2 unconnected molecules or ions with the total composition C3H8NO3.

E_HOMO   -4.28 eV
Kohn-Sham gap   8.387 eV
Total charge   -1
E_tot   -10874.514 eV
LUMO level   4.11 eV

CARTESIAN COORDINATES (ANGSTROEM)
C 1.1343 0.5175 -1.0547
N -0.0766 -0.2048 -1.2046
C -0.9631 -0.7239 -0.1527
O -0.8079 -0.2889 0.9752
O -1.7157 -1.5766 -0.6020
C 2.3935 -0.3281 -0.4990
H 1.5163 0.9320 -2.0070
H 0.8181 1.4772 -0.3211
H -0.2711 -0.4728 -2.1177
H 1.8714 -0.8873 0.3019
H 3.2637 0.2056 0.0103
H 2.7273 -1.1594 -1.1669
H -0.5730 1.3599 1.4789
H -1.0850 1.8040 2.8211
O -0.3663 2.0383 2.0857

Atomic forces in eV per Å
C 0.925 2.508 1.965
N 0.661 0.422 1.112
C 1.309 -0.197 -2.717
O 0.266 0.886 1.895
O -1.448 -1.020 -0.160
C -1.371 -0.372 1.434
H -0.819 0.080 0.179
H 1.637 -2.371 -1.637
H -0.634 -0.928 -1.337
H 0.576 0.143 0.072
H -1.160 -0.357 -1.050
H -0.101 1.022 -0.013
H -0.175 -2.212 -1.687
H 2.489 0.875 -2.356
O -2.156 1.522 4.300

These are the natural (NBO) partial charges, in e, on atoms 1 to 5: C -0.19; N -0.74; C 0.89; O -0.81; O -0.78

***

Record 4
ORCA calculation (ωB97M-V/def2-TZVPD) on 2 unconnected molecules or ions with the total composition C3H8NO3.

E_HOMO   -4.41 eV
Kohn-Sham gap   8.559 eV
Total charge   -1
E_tot   -10874.593 eV
LUMO level   4.15 eV

CARTESIAN COORDINATES (ANGSTROEM)
O 1.7075 -1.1930 1.0419
C 1.8682 -0.1704 1.7291
O 1.2559 0.9298 1.6632
H 2.6745 -0.2502 2.4959
C -1.4413 -0.9558 0.0758
N -0.8517 0.3521 -0.1385
C -0.3239 0.5409 -1.4568
O 0.0074 1.8833 -1.7040
H -2.2947 -1.1307 -0.5965
H -1.7597 -1.0436 1.1212
H -0.7233 -1.7695 -0.0584
H -0.0611 0.4637 0.5398
H 0.5719 -0.1080 -1.5931
H -1.0490 0.1961 -2.2006
H 0.4193 2.2552 -0.9190

Atomic forces in eV per Å
O -0.129 -0.059 -0.108
C 0.006 0.080 -0.163
O 0.298 -0.224 0.114
H 0.089 0.193 0.239
C 0.186 -0.073 0.053
N -0.147 0.266 0.537
C 0.582 -1.144 0.351
O -0.160 0.400 -0.525
H 0.044 0.127 0.174
H -0.166 0.151 -0.218
H 0.160 -0.179 -0.191
H -0.584 0.076 -0.375
H -0.044 0.292 -0.062
H -0.160 0.357 -0.066
H 0.022 -0.263 0.238

These are the natural (NBO) partial charges, in e, on atoms 1 to 5: O -0.77; C 0.63; O -0.80; H 0.01; C -0.41

***

Record 5
ORCA calculation (ωB97M-V/def2-TZVPD) on a molecular structure, C3H8NO3.

E_HOMO   -2.60 eV
Kohn-Sham gap   5.544 eV
Total charge   -1
E_tot   -10870.673 eV
LUMO level   2.94 eV

CARTESIAN COORDINATES (ANGSTROEM)
C 0.1539 -0.0071 -0.6463
N -1.1022 0.7269 -0.3245
C -0.9162 1.5735 0.8051
O -0.0106 1.7185 1.6236
O -1.9552 2.4779 0.8722
C 0.4156 -1.1543 0.3512
H 0.0280 -0.5176 -1.6014
H 0.9803 0.7041 -0.6060
H -1.3847 0.4414 0.8392
H 0.4624 -0.7102 1.3454
H 1.3307 -1.6660 0.0341
H -0.3637 -1.9238 0.3968
H -1.8283 3.0147 1.6783
H 2.1504 -2.4295 -2.8624
O 2.0397 -2.2486 -1.9053

Atomic forces in eV per Å
C -0.492 -1.421 0.867
N 0.094 0.369 3.392
C 1.430 4.566 -0.533
O 0.143 -0.596 -0.607
O -0.659 0.076 0.120
C 0.174 0.288 0.095
H 0.159 0.559 -0.174
H 0.015 -0.163 -0.276
H -1.182 -3.505 -2.291
H 0.410 -0.117 0.203
H -0.035 0.129 0.081
H -0.165 0.280 -0.474
H 0.217 -0.562 -0.456
H -0.040 0.131 0.817
O -0.070 -0.034 -0.764

These are the natural (NBO) partial charges, in e, on atoms 1 to 5: C -0.25; N -0.43; C 0.67; O -0.66; O -0.70

***

Record 6
ORCA calculation (ωB97M-V/def2-TZVPD) on 2 unconnected molecules or ions with the total composition C3H8NO3.

E_HOMO   -3.93 eV
Kohn-Sham gap   7.637 eV
Total charge   -1
E_tot   -10875.035 eV
LUMO level   3.71 eV

CARTESIAN COORDINATES (ANGSTROEM)
C 0.1645 -0.8546 -0.1843
N 0.9041 -0.3807 0.9914
C 0.1566 -0.2454 2.2236
O -0.9919 -0.7633 2.2012
O 0.7325 0.3712 3.1387
C 0.8896 -0.3102 -1.3946
H 0.1040 -1.9462 -0.2290
H -0.8696 -0.4970 -0.1153
H 1.7789 0.1109 0.9087
H 1.9118 -0.6157 -1.6349
H 0.8156 0.7839 -1.3602
H 0.3146 -0.6640 -2.2885
H -2.6931 1.7602 -0.4743
H -1.2069 1.6284 -0.6318
O -2.0107 1.6227 -1.1505

Atomic forces in eV per Å
C 1.600 0.412 0.811
N -1.452 -0.738 0.413
C -0.021 -0.082 -0.374
O 0.385 0.205 -0.019
O 0.213 0.113 0.199
C -1.502 -0.111 -1.805
H 0.067 -0.099 0.107
H 0.281 -0.052 -0.204
H -0.226 0.013 -0.080
H 0.059 -0.065 0.783
H 0.297 -0.130 -0.239
H 0.319 0.528 0.370
H 0.222 -0.168 -0.298
H 0.421 -0.158 0.175
O -0.662 0.333 0.162

These are the natural (NBO) partial charges, in e, on atoms 1 to 5: C -0.21; N -0.73; C 0.86; O -0.82; O -0.81

***

Record 7
ORCA calculation (ωB97M-V/def2-TZVPD) on 3 unconnected molecules or ions with the total composition C3H8NO3.

E_HOMO   -4.44 eV
Kohn-Sham gap   5.952 eV
Total charge   -1
E_tot   -10868.548 eV
LUMO level   1.51 eV

CARTESIAN COORDINATES (ANGSTROEM)
C 0.4398 -0.3491 -0.2675
N 1.0905 -0.5175 0.9139
C 0.3421 -0.9095 1.9833
O -0.7931 -1.3497 2.0319
O 0.1338 3.0596 -0.0486
C -0.6417 0.6456 -0.3922
H 1.1835 -0.2309 -1.0465
H -0.1533 -1.3913 -0.5141
H 0.9159 -0.8362 2.9203
H -1.4271 0.5353 0.3598
H -1.0809 0.6145 -1.3900
H -0.0880 1.7097 -0.2041
H 0.9903 3.0768 0.3912
H -0.5504 -2.4100 -2.6550
O -0.3615 -1.6472 -2.0825

Atomic forces in eV per Å
C 2.220 3.568 1.115
N -0.528 -1.498 0.265
C 0.559 0.459 0.480
O -0.382 -0.274 -0.295
O -0.156 -0.990 -0.121
C -1.593 -2.783 -0.546
H -0.258 -0.392 -0.429
H -0.994 -0.853 -2.246
H 0.142 0.095 0.155
H 0.200 0.303 0.038
H 0.163 0.324 0.038
H 0.557 2.062 0.142
H 0.085 -0.094 0.076
H 0.114 -0.242 0.858
O -0.129 0.314 0.469

These are the natural (NBO) partial charges, in e, on atoms 1 to 5: C -0.21; N -0.49; C 0.48; O -0.64; O -1.00

***

Record 8
ORCA calculation (ωB97M-V/def2-TZVPD) on 2 unconnected molecules or ions with the total composition C3H8NO3.

E_HOMO   -4.56 eV
Kohn-Sham gap   5.515 eV
Total charge   -1
E_tot   -10866.905 eV
LUMO level   0.96 eV

CARTESIAN COORDINATES (ANGSTROEM)
O -2.2223 -0.1507 1.5884
C -1.2138 -0.1201 0.8319
N -1.4279 0.0419 -0.6972
C -0.5159 0.8423 -1.2686
O 1.0334 0.5764 -0.8440
C -0.3301 -1.4628 0.9258
H -0.3292 0.6040 0.8462
H -0.3818 0.9883 -2.3441
H -0.4184 1.8076 -0.7302
H -0.9594 -2.2992 0.6185
H 0.0688 -1.6573 1.9249
H 0.4928 -1.3559 0.2493
H 2.0543 0.4020 -0.6399
H 3.4641 -0.1917 0.2464
O 3.5217 0.3750 -0.5337

Atomic forces in eV per Å
O -0.017 0.958 -0.219
C 0.556 -2.155 -1.637
N -0.245 0.816 1.866
C 3.692 0.041 0.682
O -3.979 0.494 -0.467
C -0.042 -0.140 -0.371
H -0.004 0.074 0.618
H -0.668 -0.419 0.127
H -0.745 -0.043 -0.752
H -0.048 0.076 0.087
H -0.432 0.480 0.083
H 0.506 -0.131 -0.356
H 2.924 0.264 0.192
H 0.359 -0.001 0.004
O -1.858 -0.313 0.144

These are the natural (NBO) partial charges, in e, on atoms 1 to 5: O -0.64; C 0.21; N -0.25; C -0.01; O -0.90